No. 1
Computed, not measured: C18H34CuF3NO11S as an isolated structure in a non-equilibrium geometry, with the ωB97M-V functional and the def2-TZVPD basis.

Atoms and positions in Å:
O  -11.42278  20.25355  -14.22338
H  -3.41109  21.15666  -1.32858
H  -14.76158  14.62690  -6.57887
H  -13.23078  18.05590  -5.70538
O  -4.33352  18.36875  -11.39268
O  -5.95814  21.75796  -3.07059
O  -3.60745  19.77933  -12.77673
H  -5.06674  15.74905  -2.88039
O  -6.33442  14.94612  -5.05294
C  -5.37290  13.25080  -1.87958
S  -5.23665  14.10493  -4.51754
H  -13.03652  14.51581  -6.19509
C  -5.97974  12.95123  -3.20251
H  -3.58227  14.33228  -1.15879
H  -12.97070  22.58002  -12.33356
H  -4.08223  22.53325  -3.04893
C  -4.32169  15.01635  -3.19051
Cu  -8.70766  17.95663  -8.82115
H  -7.06596  13.03332  -3.16377
C  -8.82522  13.17220  -12.13667
H  -12.59702  16.63181  -5.27836
N  -12.84838  17.19779  -6.07622
F  -8.63370  23.27800  -4.73402
C  -6.71087  22.04319  -4.22084
O  -8.52695  13.71154  -13.22628
H  -5.45984  12.47947  -1.11433
H  -13.94895  16.61209  -7.72617
C  -13.99306  16.57346  -6.63774
H  -7.66416  11.91117  -10.91781
H  -5.87564  11.88569  -3.40720
O  -6.57975  21.07883  -5.23289
C  -4.02706  13.97184  -2.08633
C  -15.23383  17.43430  -6.16249
H  -17.33423  18.23133  -4.37674
O  -15.38771  17.48319  -4.72319
H  -16.17769  18.49522  -3.06580
H  -15.98875  19.47229  -4.40907
H  -6.04700  14.01843  -1.49954
H  -9.25052  11.29317  -11.63639
C  -16.29272  18.45833  -4.14908
H  -13.81868  21.09818  -12.74521
C  -8.18409  22.52819  -3.76341
H  -1.82658  18.36458  -10.59151
H  -3.25424  13.27094  -2.40190
F  -9.04782  21.63708  -3.45849
H  -7.76269  11.32729  -12.61187
O  -11.10551  20.56693  -12.07329
C  -3.48371  19.16597  -11.74327
C  -2.30232  19.33506  -10.73271
H  -1.45513  19.96151  -11.01186
H  -3.54164  15.54989  -3.73360
O  -9.32774  13.84403  -11.16590
C  -8.30238  11.80686  -11.79526
O  -4.24712  13.31854  -5.36432
H  -13.06770  21.94693  -14.01533
C  -4.48673  21.19475  -1.50075
C  -11.68063  20.78723  -13.08200
F  -8.12810  23.37034  -2.75775
H  -6.22840  22.98946  -4.46559
H  -2.47593  19.58877  -9.68696
H  -4.79290  20.26089  -1.02929
C  -4.61633  21.58957  -2.93800
H  -4.80894  21.80303  -0.65560
C  -12.93128  21.69198  -12.96439
C  -13.93020  15.13010  -6.08522
H  -14.96738  18.45564  -6.43447
H  -14.10379  15.12633  -5.00914
H  -4.16810  20.90787  -3.66082
H  -16.20024  17.20210  -6.60997

Its expectation value of S² is 0.78. The calculated total energy is -3926.52793 hartree. As for the LUMO energy (spin up / spin down): 0.574 / -0.285 eV. Its spin multiplicity is 2. As for the total charge: -2. The orbital gap (spin up / spin down) comes out at 0.095 / 0.066 Ha. Its relative energy (zero: lowest compared OMol25 entry of this formula, charge and spin) is 776.4 kJ/mol. As for the molar mass: 593.073 u.

No. 2
Computed, not measured: C18H34F5N2NbO9PS as an isolated structure in a non-equilibrium geometry, with the ωB97M-V functional and the def2-TZVPD basis.

Atoms and positions in Å:
O  -2.34782  3.35977  0.59562
H  5.22534  2.60093  -1.54784
F  -2.30545  -0.62641  0.84320
C  -2.93199  0.57919  0.38940
C  2.01167  -0.26211  2.05369
C  1.95786  -3.04332  2.32798
H  8.28627  1.10800  -3.28286
O  0.72685  0.36878  2.03404
H  -9.88529  -2.87792  -2.02846
F  -2.68685  0.63806  -1.01865
H  1.51250  5.29517  -1.15102
H  4.00434  -3.30251  -1.40457
H  -9.68868  -0.50209  0.14473
H  3.45050  -5.58269  -0.03168
H  6.19190  1.56268  0.34472
F  -5.11138  -0.42394  -0.04825
C  3.45263  -3.25623  -0.40093
O  2.96487  0.41294  2.56065
H  -10.08188  -1.50869  -3.11807
P  2.65939  4.24474  0.46710
H  -7.96595  -0.21314  -0.02410
H  -10.84370  -1.44802  -1.51734
F  -5.13425  1.80567  0.50201
H  9.97605  0.66108  -3.06889
O  2.23004  4.62356  -1.13792
H  6.42290  1.97637  -2.66708
N  5.97319  -0.01961  -1.00045
C  8.13616  1.05595  -0.39472
H  3.72776  2.41206  0.98783
O  3.98315  3.16390  0.38625
H  6.12086  -0.70586  -0.26202
H  -7.37962  -3.06331  -0.85509
C  6.27589  2.31422  -1.63894
C  -9.54484  -3.19871  0.79474
C  9.11713  1.12009  -2.57422
H  1.40118  -2.99113  3.31747
H  8.27498  0.45255  0.50911
H  -9.68194  -3.80195  -0.10459
H  1.49911  3.30098  2.54937
O  -2.01576  1.98502  2.66369
C  -9.96295  -1.78909  -2.06932
H  2.21232  1.30743  -0.15587
O  -8.76862  -1.19710  -1.58939
H  3.31965  -0.92925  -0.45119
H  -10.48703  -2.68717  1.01040
C  2.36263  -4.43358  1.73501
Nb  0.49103  1.63802  0.35545
H  6.87881  3.21334  -1.48537
H  8.63583  2.01391  -0.20648
H  -9.35047  -3.89519  1.61602
C  3.05830  -1.85387  0.16920
O  8.79762  0.33968  -1.43531
C  3.13369  -4.56448  0.37940
C  -8.74860  -0.96220  -0.18406
C  -8.39641  -2.20134  0.66499
H  -8.16194  -1.84815  1.67506
C  1.22021  3.48968  1.45944
C  -4.48714  0.58556  0.77150
H  0.36617  4.27559  1.43578
H  9.37836  2.14874  -2.30977
C  2.32853  -1.73455  1.54763
F  -4.71063  0.26998  2.13789
O  3.15047  5.53921  1.15367
N  -7.21660  -2.89792  0.13928
H  2.12248  -5.39969  2.28688
H  -6.42673  -2.25502  0.14853
H  0.13681  2.61166  -1.13500
C  6.62004  1.24078  -0.61054
S  -1.93473  1.99782  1.14107
H  -0.03703  0.16248  -0.59930
H  6.49877  -0.39931  -1.78957

The calculated total energy is -2788.51937 hartree. As for the LUMO energy: 0.455 eV. Its spin multiplicity is 1. As for the total charge: -1. The orbital gap comes out at 0.244 Ha. As for the molar mass: 673.412 u.

No. 3
Computed, not measured: a 5-piece molecular cluster, C18H34N2O20PS5 overall in a non-equilibrium geometry, with the ωB97M-V functional and the def2-TZVPD basis.

Atoms and positions in Å:
H  0.42570  2.93913  3.41653
C  2.86529  -0.22417  -8.16595
H  -7.13469  -1.22570  8.07882
C  0.95058  1.82118  1.10466
H  -1.05770  -0.40396  4.87930
H  0.10351  1.54220  4.44930
C  0.58026  -2.59226  3.10131
O  -3.74220  -2.01957  2.80419
H  -1.19295  -1.74782  -3.05683
H  -6.78615  -1.18299  6.33145
O  1.15106  -0.82874  1.26185
H  0.23380  -2.54236  -3.77854
H  -6.48653  -3.57934  8.23380
H  0.55557  1.39752  0.19071
P  -2.91573  -1.08461  1.81107
H  0.99585  -0.05662  5.34038
H  3.09911  0.29424  -9.09032
H  4.23657  0.50678  -6.64576
O  -4.02806  -0.08101  1.22305
O  2.48166  -1.58424  -8.44719
O  3.91587  3.39327  -8.18897
H  4.96953  -0.61114  -7.82010
O  3.73990  -1.48530  -6.41242
C  -0.21249  -1.58971  -3.51120
H  0.63408  -0.68245  -5.27883
H  -1.34777  0.83754  1.01181
H  2.33269  -0.60050  4.35542
H  3.60243  4.72962  -4.24114
O  4.65590  2.82363  -5.91118
C  -2.73509  1.45203  4.62933
H  1.70765  1.80061  3.81750
S  0.39851  0.65286  -2.64653
S  3.49267  3.41469  -6.83654
H  -4.72260  0.03591  1.88492
H  4.70557  5.94840  -4.93226
C  -1.93007  0.01742  2.93874
O  3.55512  4.91172  -6.29958
O  -0.34290  0.67198  -4.05897
H  -7.32685  -3.54242  6.66217
N  -3.01829  0.67982  3.73680
C  -1.05220  -0.83852  3.88192
O  1.65919  1.29234  -2.75630
O  2.27185  2.81422  -6.44201
N  0.90939  -0.25875  2.38084
C  -6.50400  -1.62257  7.28974
C  4.28573  4.95578  -5.06113
C  -0.27137  -0.62754  -4.67717
O  -5.13400  -1.28780  7.56955
O  -5.26510  -3.45555  6.57332
O  -0.54175  1.04750  -1.66276
H  -1.56249  2.03645  2.25310
C  1.34282  -0.87423  4.71898
H  -1.14339  -0.77369  -5.30762
S  -4.16655  -2.34438  6.87551
H  -0.11414  -2.87818  2.31728
C  5.34344  3.88353  -5.22623
H  1.59287  -2.81208  2.78057
O  0.63270  -0.91767  -2.56210
H  0.34215  -3.17758  3.98798
H  -3.72035  -1.70186  3.72654
C  -1.18129  1.03356  2.06973
S  2.76831  -2.49728  -7.17098
S  -1.96336  -1.96198  0.41072
O  3.48108  -3.64523  -7.58856
C  0.33627  1.09705  2.30535
O  1.59008  -2.60736  -6.38673
O  -2.54446  2.21647  5.46548
O  -3.71959  -1.82413  5.63022
C  -6.49983  -3.13692  7.23685
C  0.42800  -1.12426  3.48299
O  -3.23827  -2.80996  7.83158
H  6.17288  4.22311  -5.84851
H  -1.53140  -1.80683  4.00150
H  2.03795  0.27745  -7.66076
H  2.03585  1.79349  1.13495
C  0.64919  1.88941  3.57306
C  4.06550  -0.37181  -7.25704
H  0.62611  2.86147  1.14562
H  5.71844  3.51012  -4.27821
H  1.45492  -1.78145  5.30192

Its expectation value of S² is 0.75. The calculated total energy is -4652.82333 hartree. As for the LUMO energy (spin up / spin down): 0.222 / 0.222 eV. Its spin multiplicity is 2. The orbital gap (spin up / spin down) comes out at 0.289 / 0.324 Ha. As for the molar mass: 789.773 u.

No. 4
Computed, not measured: a single C18H34O3 molecule, with the ωB97M-V functional and the def2-TZVPD basis.

Atoms and positions in Å:
C  1.38307  3.47043  -0.29777
H  0.56612  -0.05879  -1.41744
O  -0.19676  0.55915  0.73178
H  -2.06123  4.02484  -0.60924
C  0.03759  4.19765  -0.26222
C  -2.33100  0.73851  -2.13202
H  -3.30963  0.29071  -2.33853
H  -0.15099  -1.86252  -2.88206
H  -1.13788  -3.97960  -1.81934
C  0.35622  -3.33890  1.92594
H  -0.69599  -3.04836  1.93198
O  1.14581  0.65147  -1.05203
H  0.23961  2.04156  2.11796
H  2.53580  -0.79850  2.02198
H  2.10798  -2.94412  0.75246
H  -1.25105  -1.38035  -0.21902
C  0.56810  -3.49991  -0.61714
H  -0.83743  0.28373  -3.67909
H  0.49890  -3.32358  4.05303
H  0.84052  -1.73245  0.59075
C  1.02752  -2.80207  0.66449
C  1.00754  -2.83799  3.21675
C  0.94269  -1.31381  3.40072
C  1.48016  2.26330  0.66235
H  -2.36711  2.15362  -3.74318
H  -2.54584  -2.02048  -1.20721
C  -1.17479  3.39880  -0.74389
C  -0.93052  -3.40217  -0.91387
C  -2.32737  2.17752  -2.65114
H  -0.14341  4.51541  0.76684
H  0.70001  -1.08522  4.44078
H  2.53839  1.96413  0.71475
H  0.14062  -0.90495  2.78411
H  1.61995  3.12341  -1.30324
C  0.71458  1.07102  0.12297
H  0.82713  -4.56001  -0.54842
C  -1.09964  2.98010  -2.21161
C  -1.45604  -1.97972  -1.11032
H  -2.20802  0.72606  -1.04703
H  -3.22819  2.68723  -2.30158
H  2.15295  0.46268  3.19412
H  -1.31003  2.52268  -0.11238
C  -1.27810  -0.11278  -2.77342
C  -0.89200  -1.30389  -2.32479
H  -0.20377  2.38403  -2.39017
H  -1.02435  3.88051  -2.82659
H  -1.48503  -3.86983  -0.09881
H  1.13356  -3.08549  -1.45606
H  0.13215  5.09725  -0.87561
H  0.40101  -4.43169  1.91556
O  1.03875  2.56801  1.95610
H  3.05475  -0.96692  3.69809
H  2.15200  4.18300  0.00490
C  2.25190  -0.61166  3.05471
H  2.05081  -3.16106  3.24209

The calculated total energy is -931.99821 hartree. As for the LUMO energy: 0.909 eV. As for the structure (SMILES): CCCCCCCC/C=C\CCCCCC[C@@H](O)C(=O)O. Its spin multiplicity is 1. The orbital gap comes out at 0.386 Ha. Its relative energy (zero: lowest compared OMol25 entry of this formula, charge and spin) is 78.5 kJ/mol. As for the molar mass: 298.467 u.

No. 5
Computed, not measured: a 6-piece molecular cluster, C18H35BClNO7 overall, with the ωB97M-V functional and the def2-TZVPD basis.

Atoms and positions in Å:
O  4.58369  -5.63923  2.74799
H  -2.43841  5.96596  -2.72397
H  4.28107  -3.24913  2.21278
H  5.52236  -1.09596  3.17616
C  3.35307  -2.80188  2.56503
C  -7.47850  7.16742  -4.54770
C  -1.27852  1.18349  3.68862
H  2.54169  -3.08479  1.89701
C  0.22964  5.00471  -1.70533
C  -1.82995  2.37247  2.93681
H  -7.11068  6.78622  -5.49710
C  1.25448  -4.85112  -1.90981
H  -8.53064  6.90143  -4.43229
H  3.77570  -6.99389  -3.00245
H  -2.71244  2.75106  3.44772
H  0.61984  -4.90650  -1.02866
H  4.38692  -1.04876  4.52794
C  -7.04914  7.00819  -2.01952
H  -8.08592  6.73649  -1.81376
H  0.02232  5.99644  -1.29439
O  -1.80224  0.77816  4.70078
O  2.18505  -6.86811  -1.06327
H  0.25431  -0.30278  3.73348
N  -0.79544  4.56989  0.41802
C  2.61008  -6.79523  2.09901
H  -6.39746  6.52100  -1.29839
O  -1.90434  4.86436  0.26521
O  -0.22171  3.98011  -0.77358
C  -2.10675  5.01443  -3.15063
C  -0.04665  0.53612  3.11076
H  4.72919  -8.66591  2.17280
H  0.63150  -4.84994  -2.80593
H  5.67798  -7.80105  3.40509
C  4.01218  -6.70117  2.63898
H  2.59379  -7.40938  1.19942
C  4.67493  -7.99846  3.03450
H  -1.07851  3.16170  2.88015
H  -2.09823  2.08109  1.91955
H  -7.40138  8.25603  -4.53880
H  -6.95679  8.09117  -1.92036
H  4.09127  -8.49511  3.81155
C  3.15351  -6.10741  -3.09788
C  3.46412  -1.30112  2.60803
H  -3.97967  4.68765  -4.08451
B  -0.59329  4.75619  -3.04343
C  4.54494  -0.73081  3.49590
H  -2.95392  3.17953  -3.77001
O  2.73045  -0.58288  1.96667
H  1.30418  4.87511  -1.82268
C  -6.67013  6.58245  -3.41624
C  -3.05718  4.25905  -3.71014
H  -0.24169  0.17882  2.09867
O  -5.76200  5.80945  -3.61727
H  3.78711  -5.21912  -3.12064
H  2.24502  -5.80110  1.85227
H  0.77234  1.25460  3.05713
Cl  0.29739  4.17943  -4.44825
H  1.82135  -3.91860  -1.89015
H  3.15499  -3.19720  3.56219
H  2.59870  -6.15205  -4.03663
H  4.52799  0.35535  3.44412
H  1.95232  -7.24759  2.84412
C  2.19607  -6.02932  -1.93468

The calculated total energy is -1773.20782 hartree. As for the LUMO energy: -0.205 eV. As for the structure (SMILES): C=CB(Cl)CON=O.CC(C)=O.CC(C)=O.CC(C)=O.CC(C)=O.CC(C)=O. Its spin multiplicity is 1. The orbital gap comes out at 0.330 Ha. Its relative energy (zero: lowest compared OMol25 entry of this formula, charge and spin) is 0.0 kJ/mol. As for the molar mass: 423.743 u.

No. 6
Computed, not measured: C18H35BN6PtSi2 as an isolated structure in a non-equilibrium geometry, with the ωB97M-V functional and the def2-TZVPD basis.

Atoms and positions in Å:
H  4.24579  -0.35001  -2.01019
Pt  -0.28419  -0.04273  -0.20270
H  5.36749  -5.56503  0.46381
H  -4.38075  -2.22990  3.24626
C  1.90685  -5.33761  0.74030
Si  -2.35609  1.27278  0.21872
H  -3.66287  1.29523  -1.83961
C  -0.69100  0.89920  3.73368
C  -1.44918  2.87392  -0.15533
N  0.46680  1.19779  1.67376
N  2.20194  -3.10543  1.73127
N  0.97209  -1.91041  0.42514
H  -4.52631  1.06865  1.45462
H  -3.70666  -2.44521  0.06228
H  -0.53900  2.74804  -0.74277
H  0.33506  -3.50335  -0.84724
H  -2.12908  3.53354  -0.70504
H  3.47592  -3.97022  -1.25031
H  -1.55179  0.51580  4.27000
B  3.46148  -0.39608  -2.94505
C  2.04542  -0.19699  -2.29585
H  3.47932  -1.47627  -3.50435
H  -1.51959  -2.25216  4.20606
H  -2.45278  0.01507  -1.99262
H  -4.79248  -0.89246  2.16664
H  0.27158  1.72292  5.46082
H  1.86797  -5.71088  1.76146
Si  -2.39165  -1.52695  1.98591
H  -0.22086  -2.17812  3.01929
C  -3.14931  0.49502  -1.29728
C  4.43307  -5.28927  0.95477
N  1.65167  -3.89687  0.79444
H  -3.47979  2.28189  2.20655
C  1.46614  1.80526  2.30985
H  2.30199  2.13300  1.70310
H  -3.88753  -0.25050  -0.98942
H  -3.94644  -0.57052  3.68501
C  -0.59535  0.72987  2.35356
C  -3.81973  1.87410  1.24913
H  -1.35394  -3.54507  3.01340
H  4.20920  -5.45579  -1.84430
H  3.67453  0.52542  -3.70532
N  1.01656  -0.04861  -1.79434
C  3.24489  -5.68171  0.08113
N  1.78829  -1.91203  1.50299
C  -2.68387  -2.55277  0.43535
C  0.88130  -3.14921  0.01263
C  0.32750  1.56294  4.39079
H  3.23768  -6.77071  -0.02503
C  1.43031  2.02183  3.67514
H  -4.35629  2.66601  0.71147
H  2.24386  2.54019  4.16230
C  3.34827  -5.05501  -1.30959
H  4.39644  -5.79228  1.92419
H  -2.00863  -2.24172  -0.36825
H  1.08816  -5.77523  0.17239
H  2.45776  -5.26045  -1.91233
H  -2.51198  -3.61564  0.63054
H  4.45162  -4.21347  1.13588
C  -1.26779  -2.46411  3.16193
C  -4.02845  -1.27211  2.84857
H  -1.17527  3.36036  0.78494
C  -1.51006  0.03331  1.44673

The calculated total energy is -1758.52193 hartree. As for the LUMO energy (spin up / spin down): -1.345 / -1.342 eV. Its spin multiplicity is 1. The orbital gap (spin up / spin down) comes out at 0.250 / 0.250 Ha. Its relative energy (zero: lowest compared OMol25 entry of this formula, charge and spin) is 103.3 kJ/mol. As for the molar mass: 597.582 u.